{
  "formula": "C3H8N2O2",
  "method": "wB97M-V/def2-TZVPD",
  "charge": 1,
  "homo_energy_ev": [-15.06, -15.05],
  "multiplicity": 2,
  "e_above_lowest_ev": 0.145,
  "homo_lumo_gap_ev": [12.1974, 6.9294],
  "fmax_ha_per_bohr": 0.0771,
  "elements": ["N", "C", "N", "H", "H", "H", "H", "H", "O", "C", "O", "C", "H", "H", "H"],
  "positions_angstrom": [[-0.57433, -1.43197, 1.11380], [-0.20456, -2.43615, 0.36802], [0.13591, -2.31235, -0.90231], [-0.54643, -0.41682, 0.56120], [-0.78271, -1.67154, 2.07170], [-0.14258, -3.44407, 0.76910], [0.60818, -3.04307, -1.41388], [0.06732, -1.39801, -1.32467], [1.01896, 1.28865, 1.15827], [0.29457, 1.53794, 0.18096], [-0.46150, 0.65675, -0.34003], [0.19188, 2.91407, -0.44495], [0.91388, 3.62737, -0.04558], [0.26982, 2.78784, -1.52099], [-0.78840, 3.34135, -0.23066]],
  "forces_ev_per_angstrom": [[0.308, 0.114, -1.174], [0.289, -0.296, 0.074], [-0.037, 0.392, 0.041], [-0.434, -1.455, 1.135], [-0.174, 0.453, -0.008], [-0.023, 0.124, 0.160], [-0.287, -0.027, 0.146], [0.118, -0.043, -0.209], [0.913, 0.030, 0.992], [-2.793, 0.116, -2.812], [1.224, 0.610, 0.946], [0.690, 0.654, 0.806], [0.158, -0.159, -0.236], [0.202, -0.099, -0.016], [-0.155, -0.414, 0.155]]
}

{
  "formula": "C3H8N2O2",
  "method": "wB97M-V/def2-TZVPD",
  "charge": 2,
  "homo_energy_ev": [-17.57, -17.58],
  "multiplicity": 1,
  "homo_lumo_gap_ev": [8.8276, 8.8294],
  "fmax_ha_per_bohr": 0.1079,
  "elements": ["C", "C", "C", "N", "N", "O", "O", "H", "H", "H", "H", "H", "H", "H", "H"],
  "positions_angstrom": [[0.48195, -0.37616, 0.07584], [-1.70533, -0.83076, 0.59279], [0.44770, 0.95381, -0.60120], [-2.08877, -2.24131, 0.81002], [1.83037, 1.60292, -0.86213], [1.18184, -1.26275, 0.27285], [-2.38420, 0.09880, 0.77171], [0.09730, 1.53126, 0.13765], [-0.15432, 0.94111, -1.59598], [-2.14563, -2.59856, -0.09267], [-2.98734, -2.42086, 1.47849], [-1.42003, -2.55338, 1.45248], [1.91449, 2.64285, -0.50496], [2.10841, 1.52526, -1.79804], [2.52168, 1.07002, -0.25451]],
  "forces_ev_per_angstrom": [[-2.945, -1.792, -0.746], [2.809, 3.096, -0.689], [1.253, -0.805, -3.287], [-3.670, 1.389, 3.925], [0.296, 0.305, 4.037], [1.188, 0.020, 0.279], [-0.738, -0.366, 0.162], [-2.372, 2.615, 2.226], [0.791, -0.011, 2.023], [-0.078, -2.084, -1.846], [1.474, 0.803, -2.420], [2.226, -1.706, 0.422], [-0.493, -2.223, -1.085], [0.706, 0.009, -1.975], [-0.449, 0.750, -1.028]]
}

{
  "formula": "C3H8N2O2S",
  "method": "wB97M-V/def2-TZVPD",
  "homo_energy_ev": -9.00,
  "multiplicity": 1,
  "e_above_lowest_ev": 1.717,
  "homo_lumo_gap_ev": 9.6525,
  "smiles": "NCCOC(=S)NO",
  "fmax_ha_per_bohr": 0.0236,
  "elements": ["N", "C", "C", "O", "C", "S", "N", "O", "H", "H", "H", "H", "H", "H", "H", "H"],
  "positions_angstrom": [[-0.18729, -1.14332, 1.61953], [-0.74227, 0.18779, 1.68436], [-0.35848, 1.19363, 0.59978], [-0.90508, 0.81438, -0.67570], [-0.16429, 0.26720, -1.64622], [-0.66478, 0.22359, -3.21716], [1.03251, -0.24702, -1.24317], [1.78516, -0.94760, -2.15174], [-0.51081, -1.68191, 0.82098], [0.80379, -1.19797, 1.74201], [-1.84143, 0.10197, 1.69284], [-0.49885, 0.63771, 2.69088], [-0.82301, 2.14381, 0.84469], [0.72824, 1.28255, 0.50515], [1.08182, -0.66263, -0.29666], [1.26478, -0.97217, -2.96957]],
  "forces_ev_per_angstrom": [[-0.509, -0.153, -0.340], [-0.395, 0.578, 0.989], [0.248, -0.617, 0.230], [-0.201, 0.009, -0.309], [0.443, -0.171, 0.300], [0.023, -0.003, 0.179], [-0.735, 0.129, 0.696], [0.890, -0.354, 0.359], [0.143, 0.093, 0.249], [0.427, -0.062, 0.067], [0.328, -0.021, -0.112], [-0.044, -0.356, -1.000], [0.121, 0.201, -0.110], [-0.138, 0.281, 0.126], [-0.023, 0.283, -1.012], [-0.579, 0.164, -0.311]]
}

{
  "formula": "C3H8N2O2S",
  "method": "wB97M-V/def2-TZVPD",
  "homo_energy_ev": [-5.92, -9.59],
  "multiplicity": 3,
  "e_above_lowest_ev": 0.852,
  "homo_lumo_gap_ev": [6.7026, 7.2522],
  "fmax_ha_per_bohr": 0.1038,
  "elements": ["C", "C", "C", "N", "N", "O", "O", "S", "H", "H", "H", "H", "H", "H", "H", "H"],
  "positions_angstrom": [[-2.20987, -0.60939, -1.71950], [0.56839, 0.11027, 0.60737], [1.65701, -0.23367, 1.60680], [-1.69464, 1.80582, -0.90227], [0.64786, -0.00699, -0.67265], [-0.46459, 0.70878, 1.13936], [-0.77582, 1.24551, -3.18350], [-1.32267, 0.77671, -1.97443], [-1.80427, -1.46963, -2.08585], [-2.55062, -0.64909, -0.72035], [1.46026, -0.48018, 2.59920], [2.40339, 0.52191, 1.70998], [2.27288, -1.11215, 1.13654], [-1.09606, 1.25146, 0.47800], [-1.50305, 2.79842, -0.90808], [1.42453, -0.44369, -1.10701]],
  "forces_ev_per_angstrom": [[-2.565, 0.051, 0.675], [0.825, 0.505, -0.735], [1.909, -2.299, -2.956], [-2.096, -0.062, 1.412], [-0.589, -0.030, 1.231], [-1.224, 0.891, 0.694], [-0.091, 0.658, -4.442], [3.494, 2.348, 3.281], [0.955, -2.104, -1.359], [-0.781, 0.101, 0.739], [-1.314, -0.570, 1.464], [0.285, 1.098, -0.399], [-1.150, 1.374, 0.952], [1.108, -1.219, 0.122], [0.244, -0.268, -0.897], [0.991, -0.475, 0.216]]
}

{
  "formula": "C3H8N2O4",
  "method": "wB97M-V/def2-TZVPD",
  "homo_energy_ev": -9.62,
  "multiplicity": 1,
  "e_above_lowest_ev": 4.529,
  "homo_lumo_gap_ev": 10.2125,
  "smiles": "N=C=O.NOC=O.CO",
  "fmax_ha_per_bohr": 0.0535,
  "elements": ["N", "C", "O", "H", "N", "O", "C", "O", "H", "H", "H", "C", "O", "H", "H", "H", "H"],
  "positions_angstrom": [[1.77418, -1.12099, -0.63358], [1.18584, -1.99104, 0.03016], [1.02458, -2.93073, 0.69479], [2.63745, -1.31645, -1.10894], [-0.96896, -0.75737, 1.74494], [-0.69700, -0.98180, 0.36284], [-1.38819, -0.05064, -0.60433], [-2.25193, 0.66954, -0.20001], [-1.54424, -1.54385, 2.03676], [-1.54632, 0.08120, 1.80416], [-1.37024, -0.59671, -1.55185], [0.45034, 2.10775, -0.28598], [0.26072, 0.99456, -1.15032], [0.56930, 1.77766, 0.75044], [-0.44430, 2.72540, -0.35270], [1.33437, 2.67440, -0.59072], [0.97439, 0.25908, -0.94567]],
  "forces_ev_per_angstrom": [[-1.280, 0.383, 0.071], [2.520, -0.715, 0.286], [-0.839, 0.411, -0.341], [0.116, -0.458, 0.092], [0.288, 0.162, 0.117], [-0.845, 1.215, -1.166], [-0.946, -2.025, 1.607], [0.745, 0.257, -0.131], [-0.093, 0.080, -0.202], [-0.063, -0.049, -0.227], [0.411, 0.418, -0.060], [-0.021, -0.200, 0.049], [1.192, -0.834, 0.212], [0.036, 0.054, 0.005], [0.089, 0.066, -0.013], [-0.132, 0.037, 0.032], [-1.178, 1.198, -0.331]]
}

{
  "formula": "C3H8N2O4S",
  "method": "wB97M-V/def2-TZVPD",
  "homo_energy_ev": -8.49,
  "multiplicity": 1,
  "e_above_lowest_ev": 2.214,
  "homo_lumo_gap_ev": 8.9534,
  "fmax_ha_per_bohr": 0.1080,
  "elements": ["C", "C", "C", "N", "N", "O", "O", "O", "O", "S", "H", "H", "H", "H", "H", "H", "H", "H"],
  "positions_angstrom": [[-1.38099, 2.04739, -1.42847], [-1.19490, 0.06335, 1.71995], [-0.87106, -0.13684, 0.18509], [1.99276, 0.60726, 0.30339], [-1.58186, -1.02519, -0.49842], [-2.34201, 2.00188, -0.79292], [-0.37356, 2.14005, -2.02411], [3.00718, -0.97520, -1.30370], [1.36265, -1.88749, 0.40345], [1.50231, -0.77639, -0.58342], [-0.21580, -0.05954, 2.29727], [-1.92531, -0.57329, 2.11696], [-1.47281, 1.06942, 1.81632], [1.16197, 0.91857, 0.63429], [2.35475, 1.20666, -0.53018], [-2.16578, -1.70402, 0.08915], [3.50538, -1.71109, -0.97587], [-1.36290, -1.20554, -1.42880]],
  "forces_ev_per_angstrom": [[2.128, 0.256, -0.476], [2.984, -1.198, -2.173], [-0.839, -0.237, 0.815], [4.050, -1.065, -3.646], [-0.706, 0.176, 5.202], [-0.756, 0.138, -0.020], [-1.415, -0.121, 0.409], [-1.027, 1.042, -0.497], [0.051, 1.420, -1.031], [1.275, -1.619, 0.657], [-1.262, 0.032, -0.812], [-1.224, -1.089, 0.672], [-0.523, 1.508, 0.190], [-3.128, 1.892, 1.144], [-0.844, -0.745, 2.201], [0.657, 0.972, -1.743], [0.255, -0.763, 0.787], [0.325, -0.600, -1.677]]
}

{
  "formula": "C3H8N2OS",
  "method": "wB97M-V/def2-TZVPD",
  "homo_energy_ev": -8.36,
  "multiplicity": 1,
  "e_above_lowest_ev": 2.628,
  "homo_lumo_gap_ev": 8.9984,
  "smiles": "CS/C(CN)=N/O",
  "fmax_ha_per_bohr": 0.0242,
  "elements": ["C", "S", "C", "C", "N", "N", "O", "H", "H", "H", "H", "H", "H", "H", "H"],
  "positions_angstrom": [[0.28266, 0.78239, 2.65304], [-0.80744, 1.07077, 1.24178], [0.04120, 0.13329, 0.03340], [-0.50314, 0.31676, -1.34705], [-0.72052, -0.95932, -1.99610], [1.05747, -0.57298, 0.36443], [1.65802, -1.26603, -0.65536], [1.31327, 1.12036, 2.41954], [-0.07839, 1.41287, 3.47550], [0.34323, -0.29258, 2.92371], [0.29307, 0.87287, -1.90497], [-1.39374, 0.97241, -1.31223], [-1.48916, -1.43404, -1.55969], [-0.99676, -0.81329, -2.97198], [1.00023, -1.34347, -1.36402]],
  "forces_ev_per_angstrom": [[0.727, 0.007, 0.217], [0.290, -0.066, 0.460], [0.399, -0.215, 0.457], [0.472, 1.079, -0.410], [-0.149, -0.019, -1.034], [-0.694, 0.490, 0.250], [0.498, -0.103, -0.071], [-0.641, -0.231, -0.039], [-0.096, -0.380, -0.168], [-0.251, 0.758, -0.136], [-0.613, -0.376, 0.234], [0.304, -0.234, -0.013], [-0.278, -0.348, 0.273], [0.240, -0.115, 0.421], [-0.207, -0.246, -0.440]]
}

{
  "formula": "C3H8N2OS",
  "method": "wB97M-V/def2-TZVPD",
  "homo_energy_ev": -8.69,
  "multiplicity": 1,
  "e_above_lowest_ev": 4.711,
  "homo_lumo_gap_ev": 9.4921,
  "smiles": "N=S1(=N)CCCO1",
  "fmax_ha_per_bohr": 0.0788,
  "elements": ["N", "S", "N", "C", "C", "C", "O", "H", "H", "H", "H", "H", "H", "H", "H"],
  "positions_angstrom": [[0.28438, -2.29881, -1.19431], [0.34641, -0.80089, -0.81171], [1.23332, 0.06810, -1.82195], [-1.16639, 0.19420, -0.22654], [-0.76170, 0.98574, 1.07222], [0.71932, 0.73566, 1.18394], [1.02150, -0.56731, 0.63226], [0.60744, -2.94209, -0.53014], [1.00732, -0.21030, -2.75440], [-1.76580, -0.68981, -0.04474], [-1.56992, 0.58693, -1.07837], [-1.33870, 0.72200, 1.93681], [-0.99986, 2.02419, 0.88534], [1.23344, 1.49171, 0.62138], [1.14924, 0.70068, 2.13022]],
  "forces_ev_per_angstrom": [[-1.200, 2.968, -0.478], [2.761, 0.942, -1.832], [-1.928, -0.537, 2.746], [1.230, -3.225, 2.121], [-0.704, -0.261, -2.035], [0.043, -0.232, -1.466], [0.168, -0.228, -0.131], [0.206, -0.958, 1.408], [-0.029, -0.425, -0.774], [-0.631, 0.062, 0.660], [-0.794, 1.955, -1.913], [-0.233, -0.671, 0.301], [0.317, 0.386, 0.033], [0.470, 0.227, -0.488], [0.326, -0.002, 1.847]]
}

Q: Which formula does entry 1 have?
A: C3H8N2O2